Formula: C12H22ClGaI2N2P2
Source: the OMol25 dataset
Level of theory: ωB97M-V/def2-TZVPD

The geometry in XYZ format:
```
42
Properties=species:S:1:pos:R:3:nbo_charge:R:1
I -0.05794 2.64942 0.00931 0.353
I 0.07306 -2.67177 0.10944 0.353
Ga -0.00175 -0.01237 -0.58940 0.581
P -2.49646 0.01848 -0.33424 0.995
C -3.37888 0.11660 1.25617 -0.948
C -3.19843 1.38799 -1.32286 -0.949
H -4.26625 1.18609 -1.48681 0.274
H -4.25335 -1.30686 -1.32602 0.275
H -2.66636 1.43320 -2.27996 0.272
H -2.65821 -1.60530 -2.10740 0.271
H -3.01411 0.98606 1.81442 0.258
H -3.04798 2.33344 -0.79024 0.256
C -3.17962 -1.46272 -1.15475 -0.953
H -4.45817 0.20450 1.07180 0.279
H -2.99833 -2.33957 -0.52466 0.253
H -3.17985 -0.78540 1.84446 0.254
P 2.49202 -0.01345 -0.33477 0.992
C 3.36339 0.03331 1.26469 -0.948
C 3.22230 -1.44896 -1.20089 -0.949
H 2.63586 1.47284 -2.22760 0.271
H 4.23743 1.23357 -1.44181 0.275
H 2.99240 2.32538 -0.70761 0.253
C 3.16557 1.40292 -1.27132 -0.954
H 2.70093 -1.57953 -2.15596 0.270
H 4.28884 -1.24468 -1.37019 0.274
H 4.44470 -0.06092 1.09518 0.278
H 3.00104 -0.78901 1.89193 0.258
H 3.07821 -2.34886 -0.59301 0.256
H 3.15176 0.98092 1.77092 0.254
Cl -0.00334 -0.04501 -2.80736 -0.460
N 0.02990 0.02075 7.72451 -0.160
C 0.01811 0.02526 6.55202 0.209
C -0.00194 0.02893 5.11046 -0.076
C -0.62856 -0.99906 4.39843 -0.172
C -0.61423 -0.93979 3.01224 0.022
N -0.01640 0.03649 2.34824 -0.492
C 0.57585 1.01655 3.01772 0.038
C 0.60923 1.06919 4.41636 -0.182
H -1.10701 -1.83793 4.88930 0.264
H -1.04911 -1.74360 2.42523 0.192
H 0.99157 1.83702 2.42543 0.192
H 1.10490 1.91962 4.89949 0.269
```

frontier orbital gap (spin up / spin down)	5.5 / 5.4	eV
charge	+2
DFT total energy	-115444.19109	eV
2S+1	1
energy relative to the best compared isomer or geometry (same formula, charge and spin)	0.0	kJ/mol
highest occupied orbital energy (spin up / spin down)	-0.5921 / -0.5921	Eh



Formula: C12H22FNO9
Source: the OMol25 dataset
Level of theory: ωB97M-V/def2-TZVPD

The geometry in XYZ format:
```
45
Properties=species:S:1:pos:R:3:nbo_charge:R:1
N -3.04122 -3.10671 1.21416 -0.837
H -2.43422 -3.67871 0.54016 0.482
H -3.31822 -2.26971 1.02816 0.441
H -2.40922 -2.86871 1.92816 0.463
H -3.82022 -3.70871 1.76516 0.437
F -1.07522 -1.11771 0.68916 -0.979
C -3.56022 0.80129 -1.31984 -0.617
C -2.05322 1.10529 -1.55084 0.102
C -1.42322 0.28629 -2.69984 -0.084
O -0.90722 1.17129 -3.58784 -0.448
C -0.94422 2.33529 -3.07884 0.969
O -0.52222 3.39629 -3.61284 -0.617
O -1.63922 2.29429 -1.96684 -0.483
H -4.07422 0.68729 -2.33084 0.200
H -3.93422 1.59929 -0.73384 0.221
H -3.65122 -0.08871 -0.82384 0.202
H -1.60722 0.94629 -0.64284 0.196
H -1.96022 -0.25371 -3.25384 0.171
H -0.69222 -0.24571 -2.21684 0.186
C 1.25278 2.55729 1.17616 -0.630
C 0.05978 2.14329 2.09616 0.044
C 0.43678 1.01729 2.86016 -0.079
O 0.75378 1.59729 4.14116 -0.542
C 0.23478 2.96429 4.17516 0.975
O 0.47578 3.73429 5.03416 -0.556
O -0.25522 3.23729 2.98216 -0.476
H 2.08678 2.86729 1.51116 0.213
H 1.04678 3.53929 0.81216 0.228
H 1.36478 1.76329 0.45216 0.210
H -0.83722 1.87229 1.47216 0.210
H 1.39678 0.30529 2.38516 0.204
H -0.54622 0.40329 2.95916 0.195
C 3.28578 -1.47571 0.65016 -0.606
C 2.68278 -2.37271 -0.50484 0.081
C 1.55478 -1.78871 -1.43384 -0.102
O 2.11878 -1.85671 -2.68084 -0.484
C 3.39078 -2.37571 -2.61484 0.962
O 4.16878 -2.63171 -3.60184 -0.623
O 3.82778 -2.61171 -1.45484 -0.454
H 4.01778 -2.02171 1.07116 0.214
H 2.54078 -0.99971 1.41116 0.215
H 3.75678 -0.70071 0.18816 0.213
H 2.44378 -3.23371 -0.06084 0.176
H 1.17978 -0.79271 -0.91684 0.215
H 0.62878 -2.42471 -1.45484 0.191
```

frontier orbital gap	8.4	eV
DFT total energy	-35428.72981	eV
2S+1	1
energy relative to the best compared isomer or geometry (same formula, charge and spin)	233.4	kJ/mol
highest occupied orbital energy	-0.3686	Eh



Formula: C12H22N2O5S
Source: the OMol25 dataset
Level of theory: ωB97M-V/def2-TZVPD

The geometry in XYZ format:
```
42
Properties=species:S:1:pos:R:3:nbo_charge:R:1
C -0.23503 -2.54738 -2.82077 -0.218
C 0.64369 -2.69960 -1.83723 -0.102
C 1.74188 -2.88889 -0.67550 0.026
C 3.13826 -3.31889 -1.37334 -0.436
C 4.32474 -2.22373 -1.27588 -0.429
C 3.85539 -0.68502 -1.43701 -0.653
S 2.30609 -0.34220 -0.47434 2.179
O 2.70245 0.60548 0.66812 -0.896
O 1.22013 0.36630 -1.25138 -0.869
O 1.83495 -1.78025 0.26496 -0.648
H -0.94955 -2.64872 -3.73046 0.282
H 1.38719 -3.80993 -0.05119 0.247
H 2.92847 -3.69828 -2.45155 0.248
H 3.51823 -4.26020 -0.79413 0.229
H 4.97364 -2.41800 -0.32458 0.236
H 5.04838 -2.44115 -2.16830 0.240
H 4.70497 -0.03221 -0.97141 0.289
H 3.78633 -0.32743 -2.54661 0.278
C -0.86630 3.69828 -2.37308 0.524
O -1.24598 4.55375 -3.15774 -0.647
N -1.11781 3.68923 -1.03077 -0.425
C -0.63109 2.63416 -0.16121 -0.442
C -1.89584 4.76760 -0.45614 -0.415
H -0.26779 2.83508 -2.70632 0.109
H -1.48535 2.14426 0.31859 0.244
H 0.01464 3.07475 0.60395 0.182
H -0.06271 1.89122 -0.72535 0.229
H -2.87899 4.79309 -0.93391 0.207
H -1.38790 5.71667 -0.64835 0.204
H -2.01361 4.62475 0.61938 0.207
C -1.88789 0.24976 2.12605 0.537
O -2.27498 1.33643 1.73109 -0.628
N -2.66150 -0.68306 2.75863 -0.431
C -2.12754 -1.95528 3.19934 -0.398
C -4.06109 -0.38988 2.99589 -0.418
H -0.84186 -0.07176 1.99558 0.118
H -2.67462 -2.76166 2.70349 0.194
H -2.25555 -2.03879 4.28193 0.195
H -1.06634 -2.04072 2.95683 0.214
H -4.55508 -0.20681 2.03806 0.216
H -4.13824 0.51233 3.60830 0.215
H -4.54678 -1.22331 3.50639 0.204
```

frontier orbital gap	8.0	eV
DFT total energy	-36847.44612	eV
2S+1	1
energy relative to the best compared isomer or geometry (same formula, charge and spin)	420.1	kJ/mol
highest occupied orbital energy	-0.2939	Eh
SMILES	C#C[C@H]1CCCS(=O)(=O)O1.CN(C)C=O.CN(C)C=O



Formula: C12H22N2O6STi
Source: the OMol25 dataset
Level of theory: ωB97M-V/def2-TZVPD

The geometry in XYZ format:
```
44
Properties=species:S:1:pos:R:3:mulliken_spin:R:1
Ti 0.13629 1.09741 -0.61676 1.367
O 2.88315 2.28309 1.08349 0.082
C 1.79672 2.44622 0.29202 0.379
O 1.84877 2.18336 -0.95635 0.112
C 0.67436 3.21710 0.93230 -0.028
O -0.49617 2.37850 1.06307 -0.005
C -0.46583 1.45121 2.15961 0.046
C -1.12917 0.12084 1.77086 -0.035
O -1.59724 -0.55863 2.67501 0.002
O -1.04227 -0.19293 0.52614 0.000
H 3.46572 1.64180 0.63754 0.001
H 0.97028 3.58923 1.91203 0.007
H 0.34294 4.03229 0.29225 0.034
H 0.57454 1.21080 2.40496 0.010
H -0.94999 1.89249 3.02741 0.008
S 2.14340 -0.83511 -0.07221 -0.004
C 1.28709 -1.84885 1.01173 0.008
N 1.53294 -1.78884 2.31952 -0.001
C 0.80587 -2.55167 3.33757 0.000
C 0.25651 -3.82577 2.72128 0.000
C -0.48805 -3.48988 1.44159 -0.001
N 0.40667 -2.73540 0.56590 -0.001
H 2.22373 -1.10973 2.59457 -0.001
H -0.01399 -1.94446 3.72879 0.000
H 1.49796 -2.78146 4.14620 0.000
H -0.41707 -4.31149 3.42497 0.000
H 1.07452 -4.51604 2.50160 0.000
H -1.37482 -2.89051 1.65677 0.000
H -0.78119 -4.39984 0.92047 0.000
H 0.15787 -2.62683 -0.40511 0.000
C -2.53421 0.90392 -3.44908 0.001
C -1.12096 1.25036 -2.99882 -0.028
C -0.45562 2.21890 -3.97252 0.007
C -0.29739 -0.05010 -2.91543 0.056
O -1.18475 1.85339 -1.72629 0.001
H -2.53443 0.39952 -4.41951 0.000
H -3.12535 1.81688 -3.52832 0.000
H -3.00159 0.25379 -2.70806 0.001
H -0.42037 1.81050 -4.98682 0.000
H 0.56291 2.43433 -3.64251 0.001
H -1.01636 3.15441 -3.99141 -0.001
H -0.11180 -0.45193 -3.91049 0.000
H -0.81123 -0.81730 -2.33189 -0.002
H 0.72762 0.08643 -2.51608 -0.016
```

frontier orbital gap (spin up / spin down)	7.1 / 9.3	eV
DFT total energy	-62019.30705	eV
2S+1	3
energy relative to the best compared isomer or geometry (same formula, charge and spin)	0.0	kJ/mol
highest occupied orbital energy (spin up / spin down)	-0.2444 / -0.3315	Eh



Formula: C12H22N2O7P3Pd
Source: the OMol25 dataset
Level of theory: ωB97M-V/def2-TZVPD

The geometry in XYZ format:
```
47
Properties=species:S:1:pos:R:3:nbo_charge:R:1
Pd 1.78708 0.41448 1.29135 0.022
N 1.82357 3.31686 -2.72338 -0.752
C 1.73229 2.25144 -1.64313 -0.632
C 0.51390 1.38015 -1.92319 -0.643
P 3.34566 1.29004 -1.93577 2.366
O 2.87275 -0.23785 -1.66279 -1.029
O 3.47315 1.46473 -3.43169 -1.190
O 4.40704 1.69735 -0.99704 -1.128
P 1.58680 3.24574 -0.06811 2.400
O -0.02242 3.40895 0.06935 -1.069
O 2.12328 4.58739 -0.46201 -1.170
O 2.09938 2.51402 1.13893 -1.138
H 2.54479 2.91607 -3.38445 0.471
H 2.11666 4.17649 -2.20558 0.474
H 0.93226 3.45554 -3.18843 0.391
H 0.64185 0.82188 -2.85403 0.216
H -0.38952 1.99644 -1.97080 0.183
H 0.39174 0.66190 -1.11080 0.257
H 2.84561 -0.34326 -0.69209 0.501
H -0.42649 2.70895 0.62012 0.529
C -4.18461 2.23282 2.07491 -1.014
P -2.98022 1.72895 0.82625 1.961
C -3.17208 2.90315 -0.52840 -1.022
C -3.58701 0.15178 0.19238 -1.015
O -1.59176 1.65422 1.33698 -1.095
H -5.19594 2.27671 1.66894 0.229
H -3.89935 3.21452 2.45311 0.252
H -4.15206 1.52189 2.90052 0.248
H -4.20663 2.97941 -0.86578 0.226
H -2.53543 2.58266 -1.35330 0.257
H -2.81268 3.87564 -0.19081 0.267
H -4.60466 0.23082 -0.19221 0.228
H -3.55361 -0.58466 0.99536 0.249
H -2.91736 -0.17731 -0.60242 0.258
N 1.51325 -1.47957 1.33582 -0.321
C 1.40226 -2.62760 1.36467 0.260
C 1.25605 -4.05052 1.39757 -0.134
C 1.31962 -4.78256 0.21060 -0.173
C 1.18004 -6.15972 0.24343 -0.211
C 0.97872 -6.81496 1.45108 -0.212
C 0.91804 -6.08732 2.63216 -0.213
C 1.05603 -4.70974 2.61114 -0.177
H 1.48494 -4.26166 -0.72293 0.235
H 1.23314 -6.72380 -0.67864 0.214
H 0.87270 -7.89196 1.47219 0.209
H 0.76516 -6.59515 3.57568 0.212
H 1.01407 -4.13335 3.52527 0.226
```

frontier orbital gap	5.8	eV
charge	-1
DFT total energy	-61468.47888	eV
2S+1	1
energy relative to the best compared isomer or geometry (same formula, charge and spin)	0.0	kJ/mol
highest occupied orbital energy	-0.1306	Eh